Record 1
Entry from OMol25: an isolated molecule of C8H10O2S2 (ωB97M-V with the def2-TZVPD basis set).

Computed properties:
Spin multiplicity ... 1
Energy relative to the best compared isomer or geometry (same formula, charge and spin) ... 0.4240 eV
Frontier orbital gap ... 9.7149 eV
Charge ... 0

Element x y z (Å)
C (1.766, -0.450, 0.115)
C (0.835, -0.209, -1.041)
C (-0.239, -1.344, -1.148)
S (-0.170, 1.351, -0.837)
C (-0.934, 1.247, 0.754)
C (-2.045, 0.586, 1.158)
C (-2.297, 0.611, 2.531)
C (-1.307, 1.260, 3.214)
S (-0.102, 1.805, 2.160)
C (1.728, -0.129, -2.296)
O (2.954, -0.078, -2.195)
O (0.968, -0.133, -3.437)
H (2.206, -1.435, -0.016)
H (1.171, -0.284, 1.088)
H (2.552, 0.349, 0.067)
H (-0.742, -1.100, -2.123)
H (-0.998, -1.423, -0.433)
H (0.229, -2.374, -1.140)
H (-2.639, 0.032, 0.401)
H (-3.143, 0.203, 3.056)
H (-1.379, 1.602, 4.256)
H (1.585, -0.088, -4.134)

natural (NBO) atomic charge list, values in e, 6 entries:
1. C -0.63
2. C -0.24
3. C -0.62
4. S 0.27
5. C -0.42
6. C -0.24

Record 2
Entry from OMol25: a structure of composition C30H26MnN5O3 (ωB97M-V with the def2-TZVPD basis set).

Computed properties:
Spin multiplicity ... 2
<S²> ... 1.13
Energy relative to the best compared isomer or geometry (same formula, charge and spin) ... 0.1423 eV
Frontier orbital gap (spin up / spin down) ... 6.8824 / 6.8018 eV
Charge ... -1

Element x y z (Å)
Mn (-0.226, 0.481, 0.639)
O (2.009, 1.189, -0.207)
C (2.256, 0.944, -1.425)
C (3.483, 0.324, -1.841)
C (3.747, 0.036, -3.158)
C (2.841, 0.366, -4.183)
C (1.662, 0.987, -3.825)
C (1.341, 1.259, -2.493)
C (0.116, 1.961, -2.179)
N (-0.361, 2.013, -1.002)
C (-1.466, 2.879, -0.664)
C (-1.180, 3.341, 0.756)
N (-0.944, 2.157, 1.593)
C (-1.220, 2.258, 2.833)
C (-1.164, 1.191, 3.811)
C (-1.271, 1.545, 5.164)
C (-1.301, 0.609, 6.171)
C (-1.257, -0.750, 5.800)
C (-1.183, -1.135, 4.489)
C (-1.121, -0.186, 3.416)
O (-1.043, -0.592, 2.214)
H (4.194, 0.079, -1.058)
H (4.684, -0.450, -3.415)
H (3.065, 0.143, -5.218)
H (0.943, 1.265, -4.593)
H (-0.370, 2.511, -2.999)
H (-2.401, 2.316, -0.695)
H (-1.542, 3.746, -1.332)
H (-2.007, 3.935, 1.156)
H (-0.275, 3.955, 0.751)
H (-1.563, 3.226, 3.219)
H (-1.329, 2.602, 5.411)
H (-1.372, 0.903, 7.209)
H (-1.285, -1.512, 6.573)
H (-1.154, -2.181, 4.208)
C (1.819, -3.015, -0.902)
C (1.332, -1.848, -0.104)
N (0.283, -1.169, -0.366)
N (-0.509, -1.529, -1.434)
C (-1.636, -0.836, -1.361)
O (-1.988, -0.030, -0.461)
C (-2.572, -1.043, -2.528)
C (-3.875, -0.572, -2.445)
C (-4.746, -0.727, -3.516)
C (-4.312, -1.344, -4.682)
C (-3.005, -1.807, -4.771)
C (-2.138, -1.659, -3.697)
C (2.101, -1.386, 1.086)
C (3.293, -1.997, 1.455)
C (3.968, -1.536, 2.577)
C (3.432, -0.488, 3.300)
C (2.238, 0.067, 2.858)
N (1.596, -0.366, 1.785)
H (1.099, -3.249, -1.681)
H (1.962, -3.893, -0.267)
H (2.777, -2.775, -1.372)
H (-4.186, -0.087, -1.528)
H (-5.764, -0.363, -3.442)
H (-4.988, -1.459, -5.521)
H (-2.658, -2.282, -5.681)
H (-1.115, -2.006, -3.747)
H (3.690, -2.812, 0.867)
H (4.902, -1.995, 2.878)
H (3.919, -0.099, 4.184)
H (1.774, 0.892, 3.388)

natural (NBO) atomic charge list, values in e, 6 entries:
1. Mn 1.12
2. O -0.74
3. C 0.42
4. C -0.29
5. C -0.20
6. C -0.34

Record 3
Entry from OMol25: an isolated molecule of C3H3ClFN3 (ωB97M-V with the def2-TZVPD basis set).

Computed properties:
Spin multiplicity ... 1
Energy relative to the best compared isomer or geometry (same formula, charge and spin) ... 0.0000 eV
Frontier orbital gap ... 8.6078 eV
Charge ... 0

Element x y z (Å)
H (-1.347, 0.691, 2.408)
N (-0.386, 0.700, 2.142)
C (-0.187, 0.312, 0.932)
N (-1.070, -0.038, -0.103)
C (-0.309, -0.437, -1.206)
F (-0.921, -0.773, -2.338)
C (0.990, -0.202, -0.982)
Cl (2.209, -0.153, -2.110)
N (1.055, 0.298, 0.309)
H (-1.952, -0.517, 0.091)
H (1.918, 0.120, 0.858)

natural (NBO) atomic charge list, values in e, 6 entries:
1. H 0.35
2. N -0.76
3. C 0.57
4. N -0.62
5. C 0.48
6. F -0.29

Record 4
Entry from OMol25: a structure of composition C32H76N6NbO8PS (ωB97M-V with the def2-TZVPD basis set).

Computed properties:
Spin multiplicity ... 1
Frontier orbital gap ... 4.0874 eV
Charge ... -2

Element x y z (Å)
N (-4.121, 1.086, 0.122)
P (-2.359, 0.858, 0.021)
O (-1.974, 2.439, -0.380)
Nb (-1.816, -0.793, -1.958)
C (-3.995, -0.669, -2.667)
C (-4.971, -1.772, -2.263)
C (-4.587, -3.084, -2.911)
S (-5.277, -4.558, -2.130)
C (-2.125, -2.528, -0.484)
C (-1.143, -2.581, 0.717)
C (-1.676, -2.857, 2.096)
C (-0.955, -3.737, 2.900)
C (-1.351, -4.068, 4.191)
C (-2.512, -3.513, 4.720)
C (-3.240, -2.613, 3.940)
C (-2.830, -2.287, 2.648)
C (-1.015, 1.077, -2.990)
O (0.188, 1.290, -3.195)
O (-2.032, 1.633, -3.436)
H (-4.370, 1.735, -0.619)
H (-4.563, 0.225, -0.176)
H (-2.585, 3.049, 0.035)
H (-0.038, -1.093, -1.489)
H (-1.614, -1.825, -3.483)
H (-4.389, 0.291, -2.351)
H (-3.963, -0.639, -3.752)
H (-5.986, -1.540, -2.594)
H (-5.048, -1.896, -1.188)
H (-3.514, -3.163, -3.011)
H (-4.996, -3.118, -3.912)
H (-4.566, -4.493, -1.006)
H (-1.904, -3.400, -1.090)
H (-3.140, -2.620, -0.108)
H (-0.524, -1.695, 0.758)
H (-0.458, -3.398, 0.526)
H (-0.059, -4.173, 2.514)
H (-0.765, -4.747, 4.782)
H (-2.840, -3.747, 5.715)
H (-4.135, -2.162, 4.326)
H (-3.381, -1.581, 2.058)
C (5.373, -5.433, 0.905)
C (4.066, -5.224, 0.146)
C (3.042, -4.357, 0.886)
O (2.375, -5.012, 1.947)
C (3.055, -5.040, 3.182)
N (3.522, -6.531, -0.236)
H (5.255, -6.159, 1.710)
H (6.138, -5.818, 0.231)
H (5.733, -4.498, 1.336)
H (4.304, -4.689, -0.778)
H (2.257, -4.077, 0.182)
H (3.497, -3.426, 1.247)
H (3.647, -4.131, 3.329)
H (3.706, -5.916, 3.276)
H (2.300, -5.090, 3.966)
H (2.720, -6.392, -0.842)
H (3.136, -6.956, 0.602)
C (5.123, 0.784, -4.817)
C (3.686, 0.346, -4.526)
C (2.973, -0.252, -5.746)
O (2.525, 0.696, -6.695)
C (3.468, 1.193, -7.605)
N (2.955, 1.447, -3.916)
H (5.146, 1.731, -5.359)
H (5.658, 0.936, -3.880)
H (5.666, 0.038, -5.405)
H (3.733, -0.460, -3.786)
H (2.067, -0.750, -5.397)
H (3.605, -1.006, -6.244)
H (4.205, 0.438, -7.907)
H (3.996, 2.064, -7.198)
H (2.913, 1.520, -8.487)
H (2.024, 1.125, -3.630)
H (2.751, 2.126, -4.644)
C (2.316, 0.002, 5.717)
C (0.829, -0.291, 5.527)
C (-0.049, 0.335, 6.624)
O (0.024, -0.329, 7.879)
C (1.125, 0.010, 8.687)
N (0.624, -1.733, 5.404)
H (2.748, -0.611, 6.509)
H (2.856, -0.227, 4.800)
H (2.489, 1.053, 5.961)
H (0.529, 0.154, 4.574)
H (-1.100, 0.275, 6.337)
H (0.192, 1.400, 6.758)
H (1.396, 1.065, 8.570)
H (2.005, -0.605, 8.473)
H (0.835, -0.162, 9.725)
H (-0.330, -1.914, 5.105)
H (0.686, -2.124, 6.340)
C (-4.721, 4.613, 6.482)
C (-4.162, 3.868, 7.689)
C (-2.965, 2.964, 7.365)
O (-3.292, 1.760, 6.723)
C (-3.465, 1.835, 5.313)
N (-5.249, 3.137, 8.347)
H (-5.310, 3.956, 5.845)
H (-5.376, 5.420, 6.812)
H (-3.922, 5.045, 5.877)
H (-3.796, 4.618, 8.399)
H (-2.499, 2.672, 8.313)
H (-2.210, 3.514, 6.785)
H (-2.785, 2.568, 4.869)
H (-4.489, 2.080, 5.042)
H (-3.235, 0.857, 4.897)
H (-4.901, 2.728, 9.209)
H (-5.475, 2.340, 7.760)
C (2.610, 6.891, -8.208)
C (2.570, 6.135, -9.532)
C (1.329, 5.251, -9.714)
O (1.347, 4.049, -8.990)
C (0.940, 4.139, -7.626)
N (3.819, 5.383, -9.689)
H (2.882, 6.236, -7.382)
H (3.356, 7.684, -8.254)
H (1.643, 7.342, -7.980)
H (2.535, 6.879, -10.335)
H (1.283, 4.955, -10.767)
H (0.413, 5.818, -9.493)
H (0.149, 4.884, -7.501)
H (1.781, 4.385, -6.975)
H (0.559, 3.166, -7.324)
H (3.845, 4.967, -10.615)
H (3.781, 4.591, -9.054)

Löwdin atomic charge list, values in e, 6 entries:
1. N -0.30
2. P 0.59
3. O -0.45
4. Nb 1.14
5. C -0.39
6. C -0.42

Record 5
Entry from OMol25: a structure of composition C26H20B2CrF2N6S2 (ωB97M-V with the def2-TZVPD basis set).

Computed properties:
Spin multiplicity ... 4
<S²> ... 3.90
Frontier orbital gap (spin up / spin down) ... 7.1251 / 7.0918 eV
Charge ... +1

Element x y z (Å)
Cr (0.072, 0.176, -0.027)
S (-5.258, -3.581, 3.166)
C (-6.247, -2.598, 4.138)
C (-5.834, -1.301, 4.134)
C (-4.681, -1.110, 3.314)
C (-4.266, -2.270, 2.730)
C (-3.115, -2.475, 1.822)
C (-2.299, -1.385, 1.475)
N (-1.259, -1.449, 0.663)
C (-0.890, -2.680, 0.205)
C (-1.633, -3.817, 0.487)
C (-1.223, -5.109, -0.008)
C (-0.086, -5.226, -0.713)
C (0.725, -4.063, -0.979)
C (1.950, -4.190, -1.652)
C (2.739, -3.094, -1.861)
C (2.242, -1.863, -1.398)
N (1.086, -1.688, -0.785)
C (0.328, -2.803, -0.556)
C (4.055, -3.154, -2.540)
C (4.918, -2.132, -2.801)
C (6.097, -2.577, -3.471)
C (6.080, -3.921, -3.691)
S (4.660, -4.642, -3.096)
C (-2.777, -3.688, 1.289)
H (-7.082, -3.031, 4.663)
H (-6.325, -0.517, 4.689)
H (-4.197, -0.151, 3.184)
H (-2.491, -0.431, 1.932)
H (-1.834, -5.972, 0.219)
H (0.251, -6.189, -1.074)
H (2.238, -5.185, -1.974)
H (2.840, -0.985, -1.570)
H (4.743, -1.098, -2.536)
H (6.910, -1.934, -3.771)
H (6.828, -4.528, -4.172)
H (-3.343, -4.591, 1.492)
B (0.182, 3.801, 0.126)
N (1.436, 2.896, -0.202)
C (2.605, 3.483, -0.399)
C (3.567, 2.531, -0.692)
C (2.871, 1.349, -0.645)
N (1.564, 1.544, -0.358)
N (-1.152, 2.964, 0.231)
C (-2.300, 3.604, 0.384)
C (-3.348, 2.699, 0.368)
C (-2.723, 1.486, 0.209)
N (-1.376, 1.621, 0.142)
H (0.047, 4.561, -0.803)
H (0.372, 4.378, 1.172)
H (2.662, 4.556, -0.315)
H (4.611, 2.688, -0.893)
H (3.271, 0.365, -0.783)
H (-2.283, 4.679, 0.466)
H (-4.400, 2.909, 0.434)
H (-3.192, 0.536, 0.064)
F (0.015, 0.108, 3.026)
B (0.833, -0.022, 2.003)
F (2.104, -0.328, 2.167)

natural (NBO) atomic charge list, values in e, 6 entries:
1. Cr 1.11
2. S 0.48
3. C -0.39
4. C -0.24
5. C -0.21
6. C -0.27